{"formula": "C6H15NO", "method": "ωB97M-V with the def2-TZVPD basis set", "homo_energy_ev": -8.8, "smiles": "C=C(C)C[C@H](C)N.O", "charge": 0, "gap_ev": 9.56, "symbols": ["C", "C", "C", "C", "C", "C", "N", "H", "H", "H", "H", "H", "H", "H", "H", "H", "H", "H", "H", "H", "O", "H", "H"], "positions_angstrom": [[2.29666, -0.44830, -0.85912], [1.00635, -0.20844, -1.27268], [0.76808, 0.84150, -2.36701], [-0.06087, -0.31614, -0.20651], [0.01134, 0.74942, 0.88778], [-0.41026, 0.37699, 2.31584], [-0.73772, 1.91261, 0.42658], [2.56176, -0.95975, 0.01005], [3.07552, -0.06694, -1.53340], [-0.28486, 0.90953, -2.74148], [1.37323, 0.64286, -3.31310], [1.01061, 1.90408, -2.01838], [-0.21753, -1.24485, 0.32193], [-1.00408, -0.11116, -0.93942], [1.08239, 1.01870, 0.98707], [-1.53946, 0.12641, 2.52936], [-0.00587, -0.54019, 2.69888], [-0.20304, 1.05062, 3.08344], [-0.41659, 2.81364, 0.86973], [-1.75198, 1.81737, 0.45614], [-2.07580, -2.69141, 0.47915], [-2.26680, -1.97166, 1.02024], [-1.31070, -3.21585, 0.75984]], "atomic_forces_ev_per_a": [[-1.9405, 1.1131, -3.5064], [2.8792, 1.4811, 2.4183], [0.1087, 0.4828, -1.4102], [-3.0346, 0.2933, -2.2339], [-0.1079, 1.1372, 0.5109], [-2.9007, -2.5974, -0.2482], [0.9400, 2.1136, 0.1012], [0.2697, -0.7938, 1.2577], [0.0271, -0.4476, 0.4756], [0.6968, -0.3185, 0.5895], [-0.4741, 0.1880, 1.3408], [-0.2326, -1.5615, -0.2477], [0.4263, -0.6323, -0.6070], [1.3037, -0.6752, 2.5101], [-0.5011, 0.1671, -0.2309], [1.5403, 0.7653, -1.1210], [0.8818, -0.7624, -0.1636], [0.6430, 1.8016, 0.7705], [-0.8211, -1.5037, -0.5369], [0.4773, -0.0586, 0.2595], [0.2452, -2.4982, -1.9580], [0.0333, 1.6143, 1.7218], [-0.4598, 0.6918, 0.3077]]}



{"formula": "C17H37FN2O10P2", "method": "ωB97M-V with the def2-TZVPD basis set", "homo_energy_ev": -8.3, "smiles": "CC(C)=N[C@]1(CCCF)OC(=O)O[C@]1(P(N)O)P(O)O.COCCOC.COCCOC", "charge": 0, "gap_ev": 7.47, "symbols": ["C", "C", "C", "N", "C", "C", "C", "C", "F", "O", "C", "O", "O", "C", "P", "N", "O", "P", "O", "O", "H", "H", "H", "H", "H", "H", "H", "H", "H", "H", "H", "H", "H", "H", "H", "H", "H", "C", "O", "C", "C", "O", "C", "H", "H", "H", "H", "H", "H", "H", "H", "H", "H", "C", "O", "C", "C", "O", "C", "H", "H", "H", "H", "H", "H", "H", "H", "H", "H"], "positions_angstrom": [[4.68009, -5.20670, 1.49670], [3.12157, -4.97726, 0.93652], [2.36223, -6.35031, 0.40802], [2.56414, -3.72361, 0.98150], [2.49384, -3.07148, -0.38127], [3.53978, -3.50498, -1.56669], [5.07641, -2.94559, -1.21551], [6.20738, -3.70064, -2.17690], [6.07748, -5.18203, -2.18581], [2.97730, -1.68774, -0.06159], [2.30611, -0.84885, -1.10816], [2.55435, 0.44716, -1.43131], [1.21376, -1.62197, -1.78760], [0.94702, -2.66759, -0.74449], [-0.24690, -4.04539, -1.33151], [0.57876, -5.31542, -2.27450], [-0.85316, -4.79316, 0.15531], [0.13826, -1.54987, 0.63119], [-1.44149, -1.06986, 0.01770], [0.01764, -2.40413, 2.14416], [5.41899, -5.27580, 0.57009], [4.70884, -6.24316, 2.06431], [4.99560, -4.29086, 2.15596], [2.57406, -6.43202, -0.76308], [2.80895, -7.31722, 0.94706], [1.21919, -6.34532, 0.66088], [3.27586, -2.99259, -2.61205], [3.54050, -4.67468, -1.80484], [5.32987, -2.99027, -0.07402], [5.13023, -1.79752, -1.53299], [6.14107, -3.25809, -3.27903], [7.25758, -3.32081, -1.76125], [0.51046, -6.19407, -1.68034], [0.03457, -5.57593, -3.15029], [-0.18218, -4.69058, 0.89744], [-1.27745, -0.79134, -0.94584], [0.58914, -1.86362, 2.79423], [-2.64960, 3.84410, 2.65570], [-3.73796, 2.94042, 2.49225], [-3.35952, 1.76477, 1.76913], [-3.15658, 0.57417, 2.71098], [-2.01591, 0.76677, 3.55248], [-2.37922, 1.16116, 4.87042], [-2.94482, 4.60802, 3.38062], [-1.75500, 3.33786, 3.03025], [-2.42796, 4.33195, 1.70310], [-2.46224, 1.94701, 1.16588], [-4.18288, 1.53450, 1.08449], [-2.96179, -0.31855, 2.10969], [-4.05741, 0.38563, 3.30782], [-2.80407, 0.30726, 5.40812], [-3.09341, 1.98728, 4.86559], [-1.47550, 1.48782, 5.39270], [-3.71983, 8.02115, -3.43749], [-4.05643, 7.93020, -2.05679], [-4.57450, 6.64162, -1.71120], [-3.51770, 5.78965, -1.00190], [-2.45385, 5.43652, -1.89064], [-1.29210, 6.23130, -1.68284], [-3.14732, 8.94042, -3.59046], [-3.10878, 7.17388, -3.76251], [-4.63181, 8.07227, -4.03769], [-4.96678, 6.12627, -2.59595], [-5.40987, 6.80957, -1.02300], [-3.98310, 4.85532, -0.67497], [-3.13195, 6.30087, -0.11134], [-0.79960, 5.93025, -0.75247], [-1.52898, 7.29675, -1.64756], [-0.60340, 6.05709, -2.51442]], "atomic_forces_ev_per_a": [[-1.1577, -0.4459, 0.1941], [-0.1538, 1.2141, 0.6897], [0.8912, -0.0433, -0.0377], [3.4617, -3.9300, -3.1824], [-1.4892, 1.0902, 1.4287], [0.5214, -0.5458, -0.8974], [-0.1697, -0.1012, -0.8983], [-0.1070, 1.6367, 0.4611], [0.3687, 3.1265, 0.1358], [-2.2868, 2.3796, -4.0078], [0.7769, 5.3857, -0.8881], [-1.4140, -9.5062, 2.3542], [1.9680, 0.8210, 3.1786], [1.7053, -2.2246, -0.5357], [-1.9184, -0.0483, -0.4882], [-0.9353, -1.3634, 1.1982], [2.9722, 1.3027, -0.8542], [0.1103, 1.9178, 1.3136], [2.1109, -1.3669, -0.7418], [0.3688, 1.3098, -1.3293], [-1.8286, 0.1112, 1.7059], [0.1907, 2.2517, -1.0179], [-0.7191, -1.8906, -1.2297], [-0.6314, 0.0950, 2.5301], [-0.7540, 2.2725, -1.2579], [2.2257, 0.2937, -0.7176], [0.1524, -1.0553, 2.4718], [-0.0126, 2.5964, 0.8089], [-0.4801, -0.1457, -2.2905], [-0.0729, -2.5293, 0.7384], [-0.1216, -1.5097, 2.2522], [-2.0811, -1.5422, -0.8462], [0.4771, 1.2739, -0.9424], [0.6479, 0.9595, 1.5894], [-1.0864, -0.1018, -1.0590], [-0.2533, -0.5997, 1.8719], [-1.3322, -1.0288, -1.6841], [-0.2549, -0.0324, 0.1200], [0.4893, -0.0541, -0.0594], [-0.4219, -0.1410, 0.4321], [0.4527, 0.1481, -0.3853], [-0.3978, 0.1873, 0.1805], [0.2495, -0.1000, -0.0985], [-0.0728, -0.1271, -0.1206], [-0.0376, -0.0016, -0.0730], [0.1444, 0.0396, -0.0381], [-0.0210, -0.0688, 0.1461], [0.0532, -0.0404, 0.0184], [-0.0211, 0.0503, -0.0304], [0.0762, 0.1598, -0.0348], [-0.0778, 0.0677, 0.0754], [-0.0434, -0.0236, -0.0315], [-0.0556, -0.0997, -0.1472], [0.0623, 0.1528, 0.2068], [0.0438, -0.4315, -0.3200], [0.3360, 0.3203, 0.4856], [-0.1676, -0.1858, -0.5960], [-0.0436, 0.4284, 0.2695], [0.0211, -0.2187, -0.1354], [-0.1298, -0.0913, 0.1222], [-0.0712, 0.0111, 0.0268], [0.0039, -0.0475, -0.1285], [0.1483, 0.0016, 0.0655], [0.0314, -0.0504, -0.0145], [-0.0391, 0.0048, 0.0299], [-0.0530, 0.0597, -0.1466], [0.0526, 0.1079, 0.0165], [-0.0432, 0.0016, 0.0444], [-0.1569, -0.0864, 0.1041]]}



{"formula": "H10O5", "method": "ωB97M-V with the def2-TZVPD basis set", "homo_energy_ev": -10.8, "smiles": "O.O.O.O.O", "charge": 0, "gap_ev": 11.04, "symbols": ["O", "H", "H", "O", "H", "H", "O", "H", "H", "O", "H", "H", "O", "H", "H"], "positions_angstrom": [[0.69298, 3.01989, 0.50982], [0.48548, 2.08102, 0.32460], [0.05796, 3.28445, 1.18249], [0.18750, 0.22043, 0.21344], [-0.67265, -0.03922, -0.16789], [0.83765, -0.00209, -0.47122], [-2.66525, -0.21014, -0.53448], [-2.62665, 0.64781, -0.97877], [-2.81335, -0.84977, -1.24244], [-0.37319, -1.45398, 2.45466], [0.30244, -2.13537, 2.52448], [-0.00244, -0.78999, 1.83760], [1.83307, -1.20888, -2.02499], [2.24655, -2.03181, -1.73722], [2.50990, -0.53237, -1.89007]], "atomic_forces_ev_per_a": [[-0.1093, -0.2898, -0.1834], [0.0215, 0.4062, 0.2907], [0.0653, -0.0459, -0.0210], [-0.0005, 0.0857, -0.4549], [0.0371, -0.0372, 0.2342], [-0.1966, -0.2717, 0.1244], [0.3265, 0.1531, -0.2508], [-0.1826, -0.1190, 0.0506], [-0.0259, 0.0631, 0.1114], [0.2462, 0.2577, -0.1964], [-0.0417, 0.0668, 0.0142], [-0.2119, -0.4181, 0.2505], [0.1210, 0.2327, 0.2317], [-0.0744, 0.0873, -0.0158], [0.0252, -0.1709, -0.1853]]}



{"formula": "C11H13FO18Pb", "method": "ωB97M-V with the def2-TZVPD basis set", "homo_energy_ev": -1.1, "charge": -2, "gap_ev": 4.77, "symbols": ["Pb", "O", "C", "O", "O", "H", "O", "C", "O", "O", "H", "O", "C", "O", "O", "H", "O", "C", "O", "O", "H", "C", "C", "C", "O", "C", "O", "O", "H", "H", "H", "H", "H", "H", "C", "C", "O", "C", "O", "O", "F", "H", "H", "H"], "positions_angstrom": [[-3.31881, -23.95351, -5.86551], [-5.79008, -23.12264, -8.80628], [-5.03589, -22.19285, -8.26764], [-5.47897, -21.01479, -8.09349], [-3.93431, -22.53541, -7.88603], [-5.16886, -23.85231, -8.74899], [-4.56712, -22.16650, -4.10624], [-4.87321, -23.00063, -3.09915], [-4.32904, -24.17251, -3.13157], [-5.78463, -22.68148, -2.34541], [-5.30266, -21.58295, -3.90613], [-2.67728, -28.49062, -4.94720], [-3.08512, -27.35952, -4.40339], [-2.93510, -26.35991, -5.03666], [-3.74788, -27.36942, -3.34116], [-2.38046, -28.20167, -5.81323], [-7.45622, -26.16569, -6.29741], [-6.57659, -25.55977, -5.50925], [-6.02405, -24.55505, -5.97211], [-6.26971, -25.92975, -4.35337], [-7.49728, -27.04275, -5.90923], [-2.97688, -28.76254, -10.98162], [-3.25655, -28.59350, -9.44657], [-1.93136, -28.39754, -8.68820], [-2.13931, -27.07497, -8.03654], [-3.26981, -26.47546, -8.54843], [-3.55349, -25.29846, -8.26125], [-3.92280, -27.35351, -9.31863], [-3.10171, -29.78828, -11.32857], [-2.07259, -28.32440, -11.40398], [-3.74893, -28.20998, -11.51709], [-3.79013, -29.42103, -8.97904], [-1.06053, -28.37088, -9.34323], [-1.73017, -29.14929, -7.92499], [0.86621, -19.58142, -5.15942], [-0.45372, -18.97041, -4.65256], [-1.41518, -19.80358, -5.21197], [-0.89624, -20.93892, -5.62530], [-1.62687, -21.92037, -5.88793], [0.43523, -20.82875, -5.74582], [-0.57553, -17.79919, -5.21626], [1.52047, -19.80945, -4.31797], [1.20878, -18.87202, -5.91274], [-0.46779, -18.86986, -3.56730]], "atomic_forces_ev_per_a": [[-2.6751, -1.0166, 1.3691], [-1.0726, -1.0096, -1.3707], [-2.7882, 5.5354, 1.3428], [-0.1929, -1.4882, -1.0490], [4.4673, -1.9319, 1.5068], [-0.3387, -1.0045, -0.0919], [0.6050, 1.3147, -0.8642], [0.3471, -6.4527, 0.9983], [0.8242, 2.9602, -0.8131], [-0.6713, 1.6884, 0.9157], [-0.2799, 1.1641, -0.9181], [1.2530, -3.0867, -1.2236], [-4.8405, -0.1862, 6.1541], [2.1892, 5.2017, -4.7845], [1.5952, -1.8128, -0.3515], [0.2548, 0.0136, -0.2366], [-1.3644, -1.5507, -1.2175], [3.3528, 1.2959, 4.4547], [1.4369, 2.4675, -2.7966], [-2.0370, -1.8241, -1.2066], [-0.4232, -0.2392, 0.2376], [-1.3811, -0.2090, 0.0515], [2.0706, 0.0108, -1.4832], [-0.4987, 1.3801, 0.9046], [-0.0372, -0.9294, -1.1298], [0.8269, 2.3709, 2.1136], [0.4839, -4.3578, -1.6377], [-0.9524, 0.8782, 0.2549], [0.3339, -0.1314, 0.1659], [0.3801, -0.1592, 0.7111], [-0.3325, -0.0367, 0.1534], [-0.5345, 0.2920, -0.3465], [-0.0756, 0.3711, -0.0242], [-0.2558, 0.1858, 0.1694], [-1.0891, -0.6519, 0.3879], [1.3602, -1.8668, -0.1325], [-1.0872, 0.9026, 1.4717], [-3.0674, -4.0170, -1.4438], [3.9109, 3.6649, 0.7693], [0.5870, -0.1762, 0.0626], [-0.5767, 2.8650, -0.6784], [0.3788, 0.1500, -0.4518], [0.6037, -0.4418, 0.0254], [-0.6896, -0.1326, 0.0315]]}



| no. | total energy (a.u.) |
| --- | --- |
| 1 | -367.5168 |
| 2 | -2314.0647 |
| 3 | -382.1947 |
| 4 | -2074.0986 |